Molecular formula: C19H19N4O9
Method: DFT, ωB97M-V/def2-TZVPD

```
51
Properties=species:S:1:pos:R:3:nbo_charge:R:1
C -0.5975 -2.7641 -0.4107 -0.336
C -0.0012 -2.5680 -1.5828 -0.239
C -0.7285 -2.6987 -2.8950 -0.268
N -1.2276 -1.3457 -3.2173 -0.460
C -2.4447 -0.9482 -3.0656 0.695
N -2.8933 0.3200 -3.2726 -0.547
C -3.9137 0.5615 -2.2007 -0.267
C -4.0533 -0.8641 -1.6000 0.243
O -5.3622 -1.2838 -1.2822 -0.454
C -5.7661 -0.8326 -0.1267 0.504
N -6.0972 -0.4820 0.9144 -0.329
N -3.4890 -1.7793 -2.6052 -0.632
H -0.1694 -2.3379 0.4853 0.239
H -1.4850 -3.3837 -0.3109 0.202
H 1.0436 -2.2744 -1.6139 0.221
H -0.0977 -3.0436 -3.7128 0.234
H -1.5729 -3.3770 -2.7979 0.248
H -0.5531 -0.6470 -3.5078 0.433
H -2.1474 1.0056 -3.1919 0.413
H -3.5262 1.2156 -1.4235 0.233
H -4.8476 0.9226 -2.6254 0.240
H -3.3937 -0.9365 -0.7301 0.201
H -4.1293 -1.8943 -3.3942 0.414
C 4.7366 -0.0085 1.9749 -0.399
C 3.9343 -0.6738 1.1409 0.389
C 2.7558 -1.4783 1.6261 0.484
O 2.0394 -1.9599 0.7532 -0.620
C 2.5137 -1.5903 3.0377 -0.414
C 3.3237 -0.9306 3.8841 0.365
C 4.4771 -0.0738 3.3976 0.479
O 5.1226 0.5101 4.2449 -0.522
O 3.1844 -0.9473 5.1933 -0.610
O 4.0868 -0.6582 -0.1812 -0.645
H 5.5696 0.5882 1.6310 0.249
H 1.6757 -2.1827 3.3767 0.246
H 3.8969 -0.3828 5.5561 0.514
H 3.3839 -1.2362 -0.5305 0.496
C 0.1776 4.2413 1.0779 -0.390
C 1.0219 3.4903 1.8038 0.342
C 1.3875 2.0784 1.4039 0.495
O 2.1701 1.4815 2.1177 -0.539
C 0.7841 1.5046 0.2018 -0.409
C -0.0554 2.2640 -0.5052 0.382
C -0.4007 3.6824 -0.1165 0.460
O -1.1749 4.2543 -0.8674 -0.545
O -0.6969 1.8970 -1.6275 -0.717
O 1.6004 3.9121 2.9112 -0.603
H -0.0886 5.2516 1.3541 0.261
H 1.0390 0.4869 -0.0661 0.240
H -1.1787 2.7254 -1.8667 0.507
H 2.1666 3.1898 3.2417 0.513
```

Its net charge is +1. The maximum force is 1.82 eV Å⁻¹. As for the HOMO energy: -11.69 eV. The calculation puts the LUMO energy at -4.22 eV.

***

Molecular formula: C19H19N7O3PSZn
Method: DFT, ωB97M-V/def2-TZVPD

```
51
Properties=species:S:1:pos:R:3:nbo_charge:R:1
Zn 0.5551 1.5115 1.5662 1.726
C -4.6197 0.7328 2.0428 -0.412
N -3.3887 1.4215 2.3316 -0.308
C -3.2331 2.4518 3.1978 -0.055
C -1.9095 2.7951 3.1721 -0.056
N -1.2675 1.9868 2.2999 -0.612
C -2.1809 1.1544 1.7956 0.085
P -1.9315 -0.2000 0.5842 0.773
C -0.9990 0.8360 -0.6090 0.056
N -0.2097 1.8589 -0.2915 -0.620
C 0.1244 2.4752 -1.4489 -0.042
C -0.4870 1.8232 -2.4856 -0.052
N -1.1958 0.8005 -1.9459 -0.310
C -2.0141 -0.1521 -2.6473 -0.410
C -0.5941 -0.9800 1.5551 0.048
N 0.2151 -0.3266 2.3836 -0.609
C 0.9459 -1.2580 3.0352 -0.030
C 0.5581 -2.5020 2.6124 -0.058
N -0.4195 -2.3149 1.6880 -0.314
C -1.1492 -3.3336 0.9838 -0.411
H -5.4191 1.1662 2.6397 0.239
H -4.5378 -0.3281 2.2869 0.224
H -4.8790 0.8298 0.9873 0.225
H -4.0457 2.8659 3.7557 0.241
H -1.3945 3.5560 3.7208 0.238
H 0.7573 3.3408 -1.4701 0.247
H -0.4744 2.0247 -3.5366 0.244
H -2.0532 0.1106 -3.7012 0.241
H -3.0286 -0.1439 -2.2429 0.222
H -1.6014 -1.1584 -2.5536 0.219
H 1.6777 -0.9822 3.7689 0.239
H 0.9005 -3.4754 2.8997 0.242
H -0.7981 -4.3159 1.2918 0.241
H -0.9994 -3.2316 -0.0920 0.217
H -2.2172 -3.2571 1.2014 0.224
O 6.1013 0.8726 -1.0228 -0.903
S 4.8227 1.3178 -1.4724 2.289
O 4.7547 2.3715 -2.4386 -0.919
N 3.8532 1.6675 -0.1633 -0.743
C 2.8887 0.8363 -0.0680 0.617
O 2.0270 0.7873 0.8827 -0.932
C 2.7654 -0.1803 -1.1549 -0.154
C 1.7750 -1.1365 -1.3222 -0.148
C 1.8650 -1.9949 -2.4083 -0.232
C 2.9262 -1.8960 -3.2953 -0.190
C 3.9035 -0.9176 -3.1409 -0.166
C 3.8056 -0.0708 -2.0606 -0.276
H 0.9715 -1.2253 -0.5985 0.188
H 1.1214 -2.7654 -2.5644 0.210
H 3.0118 -2.6043 -4.1056 0.228
H 4.7208 -0.8438 -3.8425 0.242
```

Its net charge is +1. The calculation puts the energy above the lowest of the compared OMol25 structures with the same formula, charge and spin at 6.9 kcal/mol. The maximum force is 2.12 eV Å⁻¹. As for the HOMO energy: -11.53 eV. The calculation puts the LUMO energy at -3.05 eV.

***

Molecular formula: C19H19NO2
Method: DFT, ωB97M-V/def2-TZVPD

```
41
Properties=species:S:1:pos:R:3:nbo_charge:R:1
C -3.5328 1.2569 0.3796 -0.601
C -2.1085 0.8761 -0.0727 -0.405
C -2.1498 0.1152 -1.4053 -0.399
C -0.9544 0.3753 -2.3436 -0.245
C -1.3206 1.6010 -3.1991 -0.601
C 0.3849 0.5718 -1.6375 -0.002
C 1.2070 1.6533 -1.9637 -0.166
C 2.4236 1.8881 -1.3503 -0.240
C 2.9142 1.0517 -0.3479 0.193
N 4.1655 1.3104 0.2047 -0.776
C 2.1219 -0.0488 -0.0087 -0.130
C 0.8930 -0.2897 -0.6597 -0.107
C 0.2084 -1.5557 -0.2673 0.568
O -0.3333 -2.2967 -1.0446 -0.515
C 0.2942 -1.9012 1.1830 -0.143
C -0.7733 -2.4985 1.8405 -0.167
C -0.6516 -2.7726 3.1965 -0.195
C 0.5259 -2.4515 3.8652 -0.197
C 1.5992 -1.8789 3.2013 -0.192
C 1.4781 -1.6004 1.8464 -0.047
C 2.5670 -0.9813 1.0564 0.522
O 3.7265 -1.2134 1.2822 -0.533
H -3.8609 2.1904 -0.0671 0.204
H -3.6236 1.2657 1.4614 0.207
H -4.2083 0.4786 0.0267 0.199
H -1.7071 0.2623 0.7263 0.198
H -1.4795 1.7615 -0.1416 0.201
H -2.3009 -0.9405 -1.2119 0.223
H -3.0482 0.4409 -1.9229 0.200
H -0.8263 -0.4511 -3.0419 0.232
H -1.2657 2.4876 -2.5614 0.198
H -2.3435 1.5369 -3.5478 0.214
H -0.6230 1.7661 -4.0130 0.207
H 0.9212 2.3628 -2.7199 0.217
H 3.0165 2.7347 -1.6654 0.210
H 4.3150 0.9018 1.1150 0.397
H 4.3909 2.2930 0.1862 0.372
H -1.6601 -2.7349 1.2723 0.230
H -1.4838 -3.2359 3.7024 0.219
H 0.5887 -2.6769 4.9193 0.218
H 2.5137 -1.6543 3.7281 0.230
```

The calculation puts the energy above the lowest of the compared OMol25 structures with the same formula, charge and spin at 28.7 kcal/mol. The maximum force is 1.03 eV Å⁻¹. Its SMILES is CCC[C@@H](C)c1ccc(N)c2c1C(=O)c1ccccc1C2=O. As for the HOMO energy: -8.36 eV. The calculation puts the LUMO energy at -0.48 eV.

***

Molecular formula: C19H19NO3PSTl
Method: DFT, ωB97M-V/def2-TZVPD

```
45
Properties=species:S:1:pos:R:3:nbo_charge:R:1
Tl -0.6492 -0.3374 -0.8453 0.917
C 1.0007 0.3291 4.5663 -0.957
P 0.2087 0.3648 2.9434 1.316
C 1.1509 1.3486 1.7872 -0.373
C 2.0682 0.7011 0.9505 -0.250
C 2.8728 1.4453 0.1015 -0.202
C 2.7642 2.8310 0.0881 -0.144
C 1.8607 3.4767 0.9238 -0.171
C 1.0512 2.7437 1.7774 -0.212
C -1.4649 0.8780 3.0493 -0.460
C -2.0727 1.6385 2.0305 -0.134
C -3.4062 1.9748 2.1280 -0.217
C -4.1593 1.5308 3.2149 -0.103
C -3.5730 0.7708 4.2227 -0.179
C -2.2383 0.4310 4.1392 -0.152
H 0.9207 1.3362 4.9829 0.283
H 2.0491 0.0643 4.4375 0.284
H 0.5296 -0.3905 5.2325 0.279
H 2.1846 -0.3775 0.9959 0.226
H 3.5970 0.9507 -0.5317 0.246
H 3.3971 3.4133 -0.5682 0.251
H 1.7919 4.5562 0.9171 0.252
H 0.3608 3.2550 2.4368 0.239
H -1.4809 2.0230 1.2090 0.213
H -3.8662 2.5939 1.3698 0.248
H -5.2114 1.7766 3.2720 0.251
H -4.1615 0.4433 5.0684 0.254
H -1.7930 -0.1712 4.9205 0.234
N -0.0504 -3.0103 -0.8378 -0.907
C 0.1581 -2.7446 -2.2186 0.194
C 1.4455 -2.5978 -2.7245 -0.298
C 1.6242 -2.2256 -4.0489 -0.125
C 0.5223 -1.9847 -4.8552 -0.369
C -0.7653 -2.1295 -4.3589 -0.121
C -0.9517 -2.4984 -3.0350 -0.348
S 0.7495 -1.5353 -6.5514 2.343
O 2.1593 -1.3860 -6.7645 -0.796
O 0.1691 -2.6007 -7.3786 -0.608
O -0.0540 -0.3504 -6.7929 -0.716
H 0.7631 -3.4065 -0.3826 0.405
H -0.8507 -3.6068 -0.6597 0.407
H 2.3063 -2.7967 -2.0972 0.235
H 2.6193 -2.1202 -4.4607 0.269
H -1.6200 -1.9549 -5.0003 0.260
H -1.9565 -2.6517 -2.6532 0.235
```

Its net charge is +2. The maximum force is 0.74 eV Å⁻¹. As for the HOMO energy (spin up / spin down): -14.91 / -15.01 eV. The calculation puts the LUMO energy (spin up / spin down) at -8.29 / -9.19 eV.

***

Number 1: molar mass 447.4 Da, electronic energy -44389.3875 eV. Number 2: molar mass 521.8 Da, electronic energy -105121.7093 eV. Number 3: molar mass 293.4 Da, electronic energy -25596.9570 eV. Number 4: molar mass 576.8 Da, electronic energy -52443.2991 eV.